# 1
This record from OMol25 describes a molecular structure, C38H63GeN3O3Ti. The level of theory is ωB97M-V/def2-TZVPD.

Computed properties:
2S+1	1
HOMO-LUMO gap	0.2337	Eh
net charge	0
LUMO level	0.011	eV
strongest force on any atom	1.8	eV/A
DFT total energy	-130676.910	eV

Structure (XYZ):
```
109
Properties=species:S:1:pos:R:3:forces:R:3:mulliken_charge:R:1
Ge -0.37152 -2.62514 -1.61216 -0.11 -0.61 -0.86 0.5927
Ti -0.04070 -0.17229 0.33418 -1.11 -0.12 -0.96 -0.7192
O -1.89230 0.13570 0.11799 0.49 -0.54 0.01 -0.4873
O 1.72055 0.16944 0.02850 0.57 -0.12 0.04 -0.4580
O -0.11579 0.10854 2.14305 -0.14 0.02 1.38 0.0970
N -0.10001 1.81325 -0.35674 0.20 -1.31 0.40 0.2908
N -0.78515 -0.78277 4.11448 -0.27 0.43 -0.36 0.2299
N 0.77735 0.96926 4.01259 -0.68 0.27 -0.34 0.2881
C 2.45510 6.42925 0.15769 0.06 -0.03 -0.09 -1.3020
C -5.83554 1.22188 -0.35944 0.02 -0.01 0.04 -1.8158
C 4.37256 0.13889 1.56427 -0.02 0.09 -0.11 -1.5329
C 1.15192 2.38287 -0.43019 0.34 -0.18 0.02 0.1712
C 4.61254 0.77972 0.18519 -0.03 0.01 -0.01 2.4336
C 5.99805 1.42568 0.21382 0.00 -0.05 0.00 -2.4558
C -2.64890 6.47404 -0.21378 -0.01 -0.02 0.05 -1.4562
C 2.16756 1.41708 -0.18293 0.74 1.51 -0.30 0.7168
C -4.55105 -0.58558 0.73754 0.08 0.17 -0.02 -2.2320
C 2.71200 5.98915 -2.29937 0.02 -0.02 0.07 -1.6716
C -4.83896 0.91822 0.76981 -0.01 -0.03 0.00 2.5903
C -0.07022 0.10692 3.39676 0.53 -0.06 0.95 -0.1724
C 3.17546 5.57094 -0.89602 0.02 0.08 0.00 2.2112
C -0.94743 -0.64390 5.55543 0.21 -0.13 0.26 -0.6092
C 0.09116 -2.27561 0.25181 -0.03 0.10 -0.46 -0.9518
C 0.29068 -0.01919 6.16274 -0.06 0.04 -0.15 -0.6392
C 2.83928 4.10034 -0.65518 0.18 -0.10 0.09 -0.9518
C -3.81543 3.19246 0.77260 -0.03 0.46 0.07 -0.5473
C -4.51070 5.92816 1.33131 0.08 -0.01 -0.03 -2.3472
C 3.51275 1.80726 -0.11930 -0.34 -0.69 -0.03 -0.6383
C 3.80904 3.14945 -0.35349 0.05 0.34 -0.06 -0.0950
C 4.61260 -0.30357 -0.90703 -0.03 0.06 0.10 -1.4776
C -2.19206 6.02266 2.21397 -0.02 0.00 -0.04 -1.5828
C -2.31045 1.39935 0.23884 -0.67 1.66 0.09 0.6905
C -2.81544 4.14655 0.69005 -0.29 -0.13 0.07 0.2550
C 0.56758 1.27369 5.42236 0.22 -0.18 0.21 -0.6324
C -3.04784 5.62383 1.00215 -0.02 0.05 -0.01 2.0920
C 4.67581 5.85536 -0.78884 -0.11 -0.02 -0.01 -2.3009
C 1.29464 2.06590 3.18992 0.14 0.06 -0.06 -0.7007
C -0.19132 -4.53590 -2.13554 0.07 0.33 0.18 -1.2688
C -3.60660 1.82269 0.58338 0.45 -0.69 -0.14 -0.7899
C 0.79067 -1.49361 -2.75389 -0.15 -0.16 0.25 -1.0182
C 1.50896 3.69890 -0.70543 -0.18 -0.11 -0.06 -0.4419
C -1.28532 2.38778 0.03153 -0.64 0.05 0.08 0.6181
C -2.23135 -2.13467 -2.05748 0.17 -0.05 0.16 -1.1177
C -1.54457 3.72520 0.31840 0.38 -0.25 -0.17 -0.7146
C -1.79699 -1.59637 3.45409 -0.03 -0.15 -0.06 -0.5494
C -5.50152 1.21564 2.12565 0.00 -0.04 -0.08 -1.7497
H -1.82944 -0.03276 5.77848 -0.04 -0.05 -0.08 0.3349
H 0.84134 -4.87699 -2.05648 0.00 0.01 0.01 0.3565
H 1.13473 -2.56126 0.41963 0.01 0.01 -0.07 0.4885
H 2.97212 7.03413 -2.48420 -0.02 0.00 -0.02 0.4551
H 1.63279 5.88383 -2.41515 0.00 -0.01 -0.01 0.2784
H -4.85003 5.36673 2.20379 -0.03 0.00 -0.01 0.4081
H 0.52994 2.82580 2.99949 -0.03 -0.05 0.01 0.3876
H 4.40005 0.90491 2.34414 0.00 -0.02 0.01 0.2699
H 6.06448 2.19266 0.98837 0.04 0.01 -0.02 0.4276
H -4.78322 1.06713 2.93551 -0.02 0.02 0.03 0.2773
H 1.81343 -1.87050 -2.78134 0.02 0.03 0.07 0.3393
H -0.26427 1.97676 5.55008 0.05 0.04 -0.04 0.3212
H 1.65158 1.68698 2.23700 0.06 0.06 0.07 -0.3820
H -0.80814 -5.14971 -1.47725 0.01 0.00 0.00 0.3549
H 0.14444 0.16301 7.22621 -0.01 -0.01 -0.01 0.3842
H -5.88231 2.23464 2.18708 0.01 -0.02 0.05 0.3459
H -2.46886 -2.41096 -3.08544 0.11 -0.06 -0.01 0.5365
H 4.84671 0.14051 -1.87655 -0.01 -0.01 -0.01 0.3307
H -5.48732 -1.13404 0.87097 0.00 0.03 0.02 0.5321
H 5.06084 5.59732 0.19938 0.03 -0.01 -0.01 0.3843
H -3.21751 6.16175 -1.09147 0.02 0.02 -0.02 0.3462
H -1.74322 -1.45795 2.38102 -0.06 -0.02 -0.02 -0.3039
H -6.74104 0.62186 -0.23525 0.00 0.00 -0.01 0.4795
H -2.36822 -1.06222 -1.94257 -0.08 0.03 0.01 0.2525
H -0.53915 -2.86072 0.92436 -0.14 0.08 -0.02 0.5722
H -4.81633 3.51677 1.02295 0.05 -0.03 -0.02 0.4140
H -4.61963 6.99119 1.55530 0.00 0.00 -0.01 0.4565
H -1.13112 5.85041 2.02564 0.01 0.01 0.00 0.2128
H 3.19675 5.37087 -3.05692 -0.01 0.02 -0.02 0.3672
H 5.23886 5.30353 -1.54373 0.04 0.00 0.03 0.4222
H 4.84282 3.45798 -0.31430 -0.07 0.00 0.02 0.6319
H 0.81264 -0.47839 -2.35007 0.08 0.07 -0.16 0.1599
H -6.12045 2.27471 -0.36912 0.00 -0.01 -0.02 0.2953
H 2.70139 7.48499 0.01894 -0.02 0.00 0.01 0.4859
H 5.15092 -0.59716 1.78089 0.01 0.02 -0.01 0.5780
H 3.63919 -0.78426 -0.97210 -0.02 -0.05 -0.04 0.1270
H -1.12105 -1.63936 5.96588 -0.02 -0.01 -0.03 0.3504
H -6.34219 0.53419 2.27826 0.00 0.01 0.02 0.4940
H 0.74578 4.40533 -0.99860 -0.02 -0.01 0.06 1.0152
H -2.48168 5.43640 3.08897 0.01 0.00 0.01 0.3230
H -0.73076 4.43365 0.28045 -0.03 0.03 -0.07 0.1018
H 2.12697 2.52742 3.71688 0.02 -0.05 0.03 0.4830
H 6.24822 1.87486 -0.74876 0.03 0.01 0.02 0.4271
H -1.63664 -2.65031 3.68516 0.04 0.02 0.02 0.3087
H 1.13954 -0.69177 6.02837 0.02 0.00 0.11 0.2925
H -4.10874 -0.88173 -0.20735 0.07 -0.09 -0.06 0.4243
H 1.37168 6.32206 0.08634 -0.01 0.00 0.02 0.0727
H -0.53050 -4.68654 -3.16095 0.00 0.05 -0.01 0.3660
H 2.76355 6.13018 1.16157 -0.02 0.02 0.02 0.3090
H -2.79380 -1.31264 3.79976 0.03 0.06 0.01 0.3902
H -5.16015 5.69470 0.48543 -0.04 -0.01 0.04 0.3903
H 0.41345 -1.44560 -3.77486 -0.07 -0.03 0.01 0.4906
H 6.74783 0.66215 0.43086 -0.01 0.00 0.00 0.4525
H -1.58773 6.37045 -0.44380 0.00 0.00 -0.02 0.1276
H 4.85011 6.92096 -0.94906 0.03 0.00 -0.01 0.4427
H 1.47359 1.74755 5.79758 -0.01 0.04 -0.03 0.3461
H -2.85248 7.53172 -0.02809 0.01 -0.01 0.02 0.4667
H 5.36254 -1.06849 -0.68848 0.02 0.03 0.01 0.4708
H -5.39002 0.97893 -1.32575 -0.03 0.02 -0.02 0.3516
H 3.40888 -0.36267 1.60169 -0.07 -0.05 0.02 0.0241
H -2.32867 7.08154 2.44835 0.01 0.00 0.00 0.4586
H -2.93214 -2.64742 -1.39684 -0.02 0.03 0.01 0.3257
H -3.86826 -0.86525 1.53850 0.04 -0.08 0.00 0.1170
```
Forces are in eV/Å.

# 2
This record from OMol25 describes a molecular structure, C27H43BrCoN2P2. The level of theory is ωB97M-V/def2-TZVPD.

Computed properties:
2S+1	4
energy above the lowest of the compared OMol25 structures with the same formula, charge and spin	15.45	kcal per mole
HOMO-LUMO gap (spin up / spin down)	0.2163 / 0.1470	Eh
net charge	+2
LUMO level (spin up / spin down)	-6.403 / -8.914	eV
strongest force on any atom	5.2	eV/A
DFT total energy	-157904.401	eV

Structure (XYZ):
```
76
Properties=species:S:1:pos:R:3:forces:R:3:lowdin_spin:R:1
Br -2.10960 0.88924 4.04580 -0.51 0.02 0.54 -0.0025
Co 0.40203 -1.41982 -0.63963 1.80 0.70 1.16 1.5069
P 0.76928 0.11948 -2.05043 -0.74 1.04 -1.35 0.0093
P -0.11543 4.09602 1.97037 0.30 -2.06 1.80 0.6000
N -2.56463 -7.79904 -0.52496 -0.29 -0.22 0.05 0.0887
N 1.83049 -0.82352 0.34596 4.17 2.54 1.82 0.0226
C 1.49775 3.29128 1.67435 -0.14 0.12 -1.18 0.0875
C -0.69121 -6.49580 0.17613 -0.19 0.23 -0.22 0.0905
C -2.34234 -5.54308 -1.30006 0.54 0.12 0.45 0.0760
C -2.26474 -0.97431 0.34478 0.91 -0.24 -0.14 -0.0210
C -1.56851 3.33480 1.14997 -0.25 0.34 -0.62 0.1028
C -1.45409 -7.66424 0.18338 0.33 0.27 0.02 -0.0124
C -1.16649 4.80324 4.43549 -0.15 0.35 0.51 0.0105
C 0.77397 -1.21691 -3.33338 -0.19 1.19 -0.65 0.0093
C 2.80356 -0.25599 0.68309 -2.39 -2.79 -0.88 -0.0142
C -1.84278 0.95296 -2.65581 -0.52 0.07 -0.02 0.0006
C 2.78491 1.18194 -3.69240 0.29 0.17 -0.14 0.0005
C -0.36306 -4.14476 -0.46912 0.48 0.51 -0.17 0.3516
C -2.58502 -0.18521 1.44362 0.39 -0.12 0.15 0.0166
C -1.20628 -1.92256 0.40821 -0.30 -0.31 0.65 0.0165
C 2.33696 1.04029 -2.24279 0.07 -0.14 0.29 -0.0016
C -0.62013 -1.03434 2.60789 -0.42 0.46 0.20 0.0221
C -1.13103 -5.36043 -0.56652 -0.08 -1.04 -0.36 0.0156
C -0.83548 -2.80172 -0.76526 -2.35 -2.05 -0.04 -0.1325
C 1.79215 -2.29620 -2.98745 0.05 -0.29 -0.14 0.0156
C -0.26977 3.76292 3.77841 -0.22 0.83 -0.05 0.0858
C -0.39900 -1.97586 1.60123 -1.39 -0.27 -0.50 -0.0216
C 4.16560 0.03146 1.07409 0.41 0.84 0.19 -0.0035
C -2.99730 -6.76542 -1.24610 0.26 0.20 0.01 -0.0152
C -2.41839 4.40461 0.44230 -0.18 0.33 -0.19 0.0176
C 2.65457 4.29360 1.81147 0.34 0.30 0.16 0.0162
C -1.72348 -0.14595 2.55787 0.76 -1.89 -1.31 -0.0419
C -0.43190 1.46651 -2.43700 0.36 -0.03 -0.41 0.0067
H 0.21641 -6.47343 0.77260 -0.06 0.17 -0.13 0.0033
H -2.75726 -4.75843 -1.91309 0.00 0.17 -0.02 0.0034
H 1.95353 1.39683 -4.36965 0.08 0.03 0.09 0.0000
H 2.32827 5.32837 1.64471 0.18 -0.24 -0.09 0.0068
H -1.82106 4.97123 -0.28245 -0.14 -0.14 0.11 0.0030
H 4.27787 1.13384 1.16203 0.27 -0.73 0.05 -0.0008
H -1.84996 0.03945 -3.26253 -0.08 0.20 0.06 0.0000
H -2.45410 1.70344 -3.17601 0.14 -0.25 0.15 -0.0001
H -2.84167 5.12746 1.14984 0.12 -0.18 -0.08 0.0013
H -0.08047 2.03625 -3.31113 -0.06 -0.16 0.20 0.0017
H 0.03205 -1.02005 3.47908 -0.23 -0.10 -0.08 0.0020
H -2.32984 0.73144 -1.69840 0.12 0.07 -0.31 -0.0001
H 3.11167 4.26449 2.80764 -0.20 -0.04 -0.20 0.0002
H 3.44026 4.06652 1.08491 -0.13 0.09 0.13 0.0002
H -1.41425 4.52837 5.46748 0.15 0.04 -0.21 -0.0005
H 0.21530 -2.87438 1.77360 0.05 0.82 -0.10 0.0026
H -0.39711 2.15834 -1.57694 0.09 -0.21 -0.27 0.0008
H -3.26062 3.95955 -0.09981 0.25 -0.05 0.17 -0.0001
H -2.11994 4.90472 3.90694 0.10 0.03 0.02 0.0009
H 1.87005 -2.48678 -1.89665 0.14 -0.03 -0.33 0.0045
H -1.14907 -8.53245 0.77941 -0.05 0.38 -0.25 -0.0023
H 0.68014 -4.22994 -0.10552 -0.86 -0.19 0.51 0.0094
H 2.78680 -2.04679 -3.38099 -0.21 -0.07 0.34 0.0013
H 3.49848 2.00653 -3.77744 -0.05 -0.17 -0.09 -0.0002
H -0.23771 -1.63869 -3.37965 0.21 0.21 -0.04 0.0002
H 3.27905 0.27199 -4.04352 -0.09 0.13 0.01 0.0002
H 0.72074 3.69992 4.26103 -0.30 0.18 -0.40 -0.0002
H 4.85467 -0.36060 0.29044 -0.44 0.28 0.65 -0.0010
H -2.17043 2.78676 1.88553 0.33 0.23 0.17 0.0097
H 3.09771 0.54805 -1.62914 0.07 0.07 -0.24 0.0003
H -0.66781 5.78409 4.45513 -0.27 -0.30 0.03 0.0018
H 0.99646 -0.75045 -4.29565 -0.08 -0.37 -0.21 0.0029
H -3.52015 0.35098 1.46507 0.00 0.35 -0.12 0.0021
H -1.40613 -2.69558 -1.69696 -0.74 -0.22 0.71 0.0056
H -3.91382 -6.93841 -1.80667 0.16 0.14 0.04 -0.0024
H 1.44920 2.87181 0.65731 0.18 0.02 0.25 0.0000
H -1.21442 2.59820 0.41890 0.19 0.10 0.14 0.0056
H 2.17964 2.02882 -1.78702 -0.06 -0.17 -0.07 -0.0001
H 4.33750 -0.45636 2.05143 0.18 0.30 -0.50 0.0001
H 1.59596 2.46989 2.39616 -0.28 0.10 -0.18 0.0156
H 1.47267 -3.23447 -3.45429 0.23 0.09 0.16 0.0008
H -2.75268 -0.87760 -0.62588 -0.41 -0.19 0.59 -0.0008
H -0.74655 2.76388 3.83664 0.39 0.44 -0.34 0.0190
```
Forces are in eV/Å.

# 3
This record from OMol25 describes 2 unconnected molecules or ions with the total composition H4O2. The level of theory is ωB97M-V/def2-TZVPD.

Computed properties:
2S+1	1
energy above the lowest of the compared OMol25 structures with the same formula, charge and spin	3.42	kcal per mole
HOMO-LUMO gap	0.4228	Eh
net charge	0
LUMO level	0.649	eV
strongest force on any atom	1.7	eV/A
DFT total energy	-4159.791	eV
SMILES string	O.O

Structure (XYZ):
```
6
Properties=species:S:1:pos:R:3:forces:R:3:nbo_charge:R:1
O 1.66184 0.10275 -0.12135 0.40 -0.49 0.74 -0.9484
O -1.08664 0.00325 0.02863 -1.54 0.60 -0.50 -0.9637
H -1.32916 0.97018 0.03780 0.33 -1.61 -0.10 0.4895
H 1.79954 -0.31089 0.74617 0.41 0.39 -0.23 0.4573
H 0.80775 -0.28473 -0.31642 -0.60 0.23 -0.48 0.4831
H -1.85333 -0.48056 -0.37483 1.00 0.88 0.58 0.4821
```
Forces are in eV/Å.

# 4
This record from OMol25 describes a molecular structure, CH6NPS. The level of theory is ωB97M-V/def2-TZVPD.

Computed properties:
2S+1	1
energy above the lowest of the compared OMol25 structures with the same formula, charge and spin	85.44	kcal per mole
HOMO-LUMO gap	0.2801	Eh
net charge	0
LUMO level	-0.402	eV
strongest force on any atom	5.6	eV/A
DFT total energy	-22745.074	eV

Structure (XYZ):
```
10
Properties=species:S:1:pos:R:3:forces:R:3:nbo_charge:R:1
S 1.58511 -0.51089 -1.62328 -0.18 0.02 0.32 -0.2871
P -0.28151 0.36464 -1.22350 0.56 2.74 1.72 0.9332
N 0.17328 1.40793 0.72189 1.36 1.20 1.94 -1.2828
C -0.99546 -0.67718 -0.02290 -0.43 -2.49 -0.04 -1.0240
H -1.97677 -0.32802 0.27972 0.09 0.29 0.19 0.2568
H 1.17935 1.50941 0.46162 -0.85 0.49 0.87 0.3376
H -0.02992 2.13071 1.79264 0.41 -2.32 -5.10 0.4098
H -1.12537 -1.65238 -0.49432 -0.23 -0.38 0.02 0.2214
H 1.75137 -1.48568 -0.68588 -0.33 0.45 -0.07 0.1512
H -0.28006 -0.75854 0.79403 -0.40 0.00 0.14 0.2838
```
Forces are in eV/Å.

# 5
This record from OMol25 describes 2 unconnected molecules or ions with the total composition C3H9PSi. The level of theory is ωB97M-V/def2-TZVPD.

Computed properties:
2S+1	1
energy above the lowest of the compared OMol25 structures with the same formula, charge and spin	21.05	kcal per mole
HOMO-LUMO gap	0.3625	Eh
net charge	0
LUMO level	0.561	eV
strongest force on any atom	4.2	eV/A
DFT total energy	-20419.838	eV
SMILES string	[SiH4].CCC#P

Structure (XYZ):
```
14
Properties=species:S:1:pos:R:3:forces:R:3:nbo_charge:R:1
P 2.46715 2.58064 0.29315 -1.28 0.20 -0.08 0.5178
Si 1.28889 -3.33943 -1.68769 -0.45 -0.32 -0.91 0.6263
C -0.15547 1.99685 1.53382 -2.29 -0.55 -2.54 -0.5270
C 1.00129 2.38401 0.77757 3.17 -1.17 0.49 -0.5084
C -1.22058 2.95789 0.99285 2.52 2.06 -2.65 -0.5760
H -0.58856 0.95350 1.21868 1.32 1.56 1.07 0.2341
H 1.57602 -3.12518 -0.30457 0.22 0.39 0.87 -0.1573
H -1.98650 2.97300 1.64142 -3.55 -0.46 1.61 0.2031
H 2.47982 -3.71368 -2.42855 0.54 0.03 -0.16 -0.1580
H -1.40638 2.73564 -0.11038 -0.29 0.36 1.68 0.2154
H 0.64058 -2.20746 -2.37897 0.01 0.10 0.19 -0.1498
H -0.08929 2.18255 2.58135 0.45 -0.44 0.82 0.2362
H -0.87685 4.05423 1.06999 -0.05 -1.57 -0.39 0.2046
H 0.41751 -4.51020 -1.77183 -0.33 -0.19 0.01 -0.1610
```
Forces are in eV/Å.

# 6
This record from OMol25 describes 2 unconnected molecules or ions with the total composition CH5OS2. The level of theory is ωB97M-V/def2-TZVPD.

Computed properties:
2S+1	2
energy above the lowest of the compared OMol25 structures with the same formula, charge and spin	48.23	kcal per mole
HOMO-LUMO gap (spin up / spin down)	0.3163 / 0.2032	Eh
net charge	0
LUMO level (spin up / spin down)	0.511 / -2.566	eV
strongest force on any atom	5.6	eV/A
DFT total energy	-24832.595	eV

Structure (XYZ):
```
9
Properties=species:S:1:pos:R:3:forces:R:3:lowdin_spin:R:1
S 1.16057 1.09685 0.26235 -4.98 -1.06 -2.34 0.0005
S -3.06764 -1.32851 -0.46141 -0.39 -0.05 -0.05 0.9417
O 2.46136 1.29416 1.07762 4.62 -1.38 1.89 0.0002
C 1.08931 -0.52128 -0.61513 0.33 -0.58 -2.93 -0.0008
H 1.12818 -1.50039 -0.15965 0.49 0.07 1.41 0.0000
H -1.75828 -1.17402 -0.30373 0.32 0.04 0.12 0.0592
H 2.95492 0.46339 1.30822 -0.80 1.14 -0.07 0.0000
H 1.90674 -0.58555 -1.44238 -1.46 0.28 1.18 0.0000
H 0.05477 -0.72252 -1.14772 1.88 1.54 0.81 -0.0007
```
Forces are in eV/Å.